Here is one molecule with the formula C21H23NO6 from the Open Molecules 2025 dataset. Energies are from wB97M-V/def2-TZVPD.

Geometry as XYZ:
```
51
Properties=species:S:1:pos:R:3
C -1.61 -2.42 2.95
H -1.43 -3.49 2.96
H -0.79 -1.91 3.45
H -2.53 -2.20 3.49
C -1.72 -1.92 1.51
C -0.40 -2.15 0.76
H 0.40 -1.59 1.24
H -0.48 -1.81 -0.27
H -0.15 -3.20 0.76
C -2.88 -2.60 0.78
C -3.16 -1.96 -0.56
O -3.63 -2.61 -1.49
C -2.90 -0.54 -0.62
C -2.35 0.13 0.49
C -2.16 1.50 0.46
C -2.47 2.22 -0.69
C -3.01 1.58 -1.80
C -3.24 0.21 -1.78
O -3.76 -0.38 -2.85
H -3.85 -1.35 -2.66
H -3.24 2.14 -2.69
O -2.20 3.54 -0.86
C -1.50 4.24 0.15
C -0.14 3.62 0.53
O 0.37 3.85 1.60
N 0.38 2.84 -0.45
C 1.34 1.83 -0.32
C 1.35 0.81 -1.27
C 2.24 -0.24 -1.15
C 3.14 -0.30 -0.09
C 3.12 0.73 0.84
C 2.24 1.79 0.74
H 2.23 2.57 1.48
H 3.82 0.70 1.67
C 4.12 -1.42 0.01
H 3.65 -2.36 -0.28
H 4.50 -1.51 1.03
C 5.31 -1.20 -0.93
O 4.88 -1.36 -2.26
H 5.60 -1.15 -2.86
H 5.71 -0.18 -0.78
H 6.11 -1.92 -0.70
H 2.25 -1.02 -1.90
H 0.65 0.84 -2.09
H -0.16 2.79 -1.31
H -2.09 4.32 1.07
H -1.34 5.24 -0.25
H -1.75 1.97 1.34
O -1.96 -0.51 1.61
H -3.80 -2.51 1.38
H -2.68 -3.67 0.64
```

- max |F| (Eh/bohr) = 0.0147
- structure (SMILES) = CC1(C)CC(=O)c2c(O)cc(OCC(=O)Nc3ccc(CCO)cc3)cc2O1
- frontier orbital gap (eV) = 8.79

In elementary charge units, the Mulliken charges are:
1. C -1.993
2. H 0.399
3. H 0.413
4. H 0.431
5. C 1.578
6. C -1.605
7. H 0.369
8. H 0.377
9. H 0.465
10. C -0.981
11. C 0.996
12. O -0.806
13. C 0.232
14. C 0.400
15. C -0.033
16. C -0.009
17. C -1.015
18. C -0.025
19. O -0.692
20. H 0.415
21. H 0.484
22. O -0.538
23. C -0.405
24. C 0.403
25. O -0.630
26. N -0.130
27. C 0.746
28. C -0.437
29. C -0.713
30. C 0.663
31. C -0.760
32. C -0.553
33. H 0.516
34. H 0.363
35. C -1.283
36. H 0.327
37. H 0.469
38. C -0.467
39. O -0.513
40. H 0.283
41. H 0.357
42. H 0.360
43. H 0.469
44. H 0.294
45. H 0.229
46. H 0.337
47. H 0.358
48. H 0.632
49. O -0.563
50. H 0.370
51. H 0.417

---

Here is a 3-piece molecular cluster, C5H15NO2 overall at a distorted geometry from the Open Molecules 2025 dataset. Energies are from wB97M-V/def2-TZVPD.

Geometry as XYZ:
```
23
Properties=species:S:1:pos:R:3
C -0.70 0.33 -0.73
N 0.20 -0.73 -0.33
C 1.44 -0.66 -1.12
C 0.51 -0.52 1.13
C -0.80 0.06 1.72
C -1.59 0.64 0.51
H -1.35 0.00 -1.52
H -0.14 1.25 -0.97
H 2.01 0.26 -0.94
H 1.09 -0.54 -2.14
H 2.04 -1.56 -1.06
H 1.27 0.27 1.18
H 0.83 -1.50 1.46
H -0.39 0.86 2.33
H -1.42 -0.67 2.22
H -2.60 0.26 0.32
H -1.78 1.69 0.73
H -0.88 -2.27 -0.57
H -1.11 -3.29 -1.67
O -1.52 -2.95 -0.88
H 1.01 3.26 -0.32
H 1.98 2.92 0.80
O 1.88 2.90 -0.15
```

- max |F| (Eh/bohr) = 0.0447
- structure (SMILES) = CN1CCCC1.O.O
- frontier orbital gap (eV) = 9.64

In elementary charge units, the Mulliken charges are:
1. C -0.480
2. N -0.154
3. C -1.147
4. C -0.626
5. C -0.527
6. C -0.539
7. H 0.240
8. H 0.292
9. H 0.383
10. H 0.389
11. H 0.295
12. H 0.271
13. H 0.388
14. H 0.331
15. H 0.282
16. H 0.292
17. H 0.295
18. H 0.427
19. H 0.292
20. O -0.711
21. H 0.313
22. H 0.311
23. O -0.619

---

Here is C7H22ClFeI2N2OP2 as an isolated structure at a distorted geometry from the Open Molecules 2025 dataset. Energies are from wB97M-V/def2-TZVPD.

Geometry as XYZ:
```
38
Properties=species:S:1:pos:R:3
I 1.48 -0.34 1.12
I -0.75 1.17 1.21
Fe -0.49 -0.90 -2.16
P 0.88 1.25 -2.23
C 1.71 2.56 -1.28
C 2.13 0.54 -3.27
H 2.53 1.28 -3.97
H 0.27 2.75 -4.01
H 1.66 -0.31 -3.79
H -0.83 1.30 -3.84
H 2.43 2.01 -0.64
H 2.94 0.15 -2.64
C -0.27 2.09 -3.32
H 2.19 3.29 -1.96
H -0.97 2.68 -2.70
H 0.92 3.02 -0.66
P -1.42 -2.28 -0.24
C -1.58 -2.49 1.56
C -3.10 -2.25 -0.87
H -0.53 -3.64 -1.91
H -1.34 -4.65 -0.63
H 0.28 -3.93 -0.35
C -0.69 -3.79 -0.84
H -3.02 -2.05 -1.95
H -3.61 -3.20 -0.66
H -2.16 -3.41 1.81
H -2.07 -1.56 1.90
H -3.65 -1.42 -0.40
H -0.54 -2.53 1.93
Cl -0.99 -1.63 -4.04
N 0.20 2.89 4.69
C 1.08 1.83 4.45
N 2.00 1.49 5.42
O 1.00 1.19 3.35
H -0.02 2.86 5.74
H -0.64 2.81 4.11
H 2.73 0.95 5.05
H 2.24 2.28 6.04
```

- 2S+1 = 6
- max |F| (Eh/bohr) = 0.0660
- total charge = +2
- frontier orbital gap (spin up / spin down) (eV) = 6.91 / 4.36

In elementary charge units, the Mulliken charges are:
1. I 0.038
2. I -0.015
3. Fe -0.066
4. P 0.985
5. C -0.954
6. C -1.137
7. H 0.389
8. H 0.388
9. H 0.413
10. H 0.406
11. H 0.332
12. H 0.325
13. C -1.133
14. H 0.416
15. H 0.323
16. H 0.319
17. P 0.980
18. C -0.945
19. C -1.132
20. H 0.413
21. H 0.390
22. H 0.325
23. C -1.136
24. H 0.405
25. H 0.385
26. H 0.418
27. H 0.317
28. H 0.323
29. H 0.331
30. Cl -0.341
31. N -0.502
32. C 0.451
33. N -0.452
34. O -0.275
35. H 0.284
36. H 0.217
37. H 0.264
38. H 0.250

---

Here is C14H32ClCsN5O8P2S as an isolated structure at a distorted geometry from the Open Molecules 2025 dataset. Energies are from wB97M-V/def2-TZVPD.

Geometry as XYZ:
```
64
Properties=species:S:1:pos:R:3
Cs 9.85 9.64 12.81
S 9.30 7.18 9.94
C 9.36 8.72 9.18
C 9.85 8.77 7.81
C 10.17 9.99 7.24
C 10.03 11.15 8.01
C 9.46 10.99 9.25
N 9.18 9.87 9.89
H 9.89 7.78 7.32
H 10.52 10.04 6.26
H 10.21 12.16 7.55
H 9.21 11.88 9.93
O 8.13 12.56 11.77
Cl 7.33 12.53 12.96
O 8.15 12.59 14.14
O 6.56 11.26 12.87
O 6.45 13.60 13.01
C 10.77 5.89 17.92
N 10.96 6.28 16.47
C 10.02 5.54 15.61
P 11.99 7.42 15.87
O 11.77 7.92 14.51
O 11.88 8.49 17.12
P 11.45 10.04 17.30
O 10.74 10.66 16.17
N 12.91 10.85 17.72
C 14.17 10.31 18.24
C 13.03 12.23 17.29
N 10.48 10.05 18.64
C 10.93 10.20 19.94
C 9.06 9.78 18.36
N 13.55 6.81 16.04
C 14.52 6.74 14.96
C 13.81 5.77 17.07
H 9.69 5.74 18.10
H 11.14 6.71 18.60
H 11.34 4.96 18.10
H 9.03 6.00 15.66
H 9.96 4.50 15.98
H 10.45 5.53 14.60
H 14.01 9.46 18.92
H 14.73 11.11 18.83
H 14.84 9.93 17.42
H 13.93 12.36 16.66
H 13.23 12.93 18.14
H 12.14 12.52 16.74
H 10.44 11.04 20.46
H 12.02 10.38 19.97
H 10.68 9.34 20.54
H 8.85 10.12 17.33
H 8.40 10.31 19.04
H 8.77 8.69 18.46
H 14.51 5.82 14.43
H 15.53 6.92 15.40
H 14.28 7.54 14.17
H 14.77 5.33 16.91
H 13.12 4.92 16.99
H 13.79 6.18 18.06
C 6.31 8.13 14.20
O 7.31 9.08 14.12
H 6.63 7.17 13.83
H 5.39 8.36 13.53
H 5.95 8.03 15.27
H 6.92 9.93 13.73
```

- max |F| (Eh/bohr) = 0.0660
- total charge = -1
- frontier orbital gap (eV) = 5.06

In elementary charge units, the Mulliken charges are:
1. Cs 1.134
2. S -0.537
3. C 0.105
4. C -0.698
5. C -0.208
6. C -0.829
7. C 0.143
8. N -0.213
9. H 0.301
10. H 0.429
11. H 0.298
12. H 0.252
13. O -0.601
14. Cl 1.549
15. O -0.613
16. O -0.761
17. O -0.713
18. C -0.955
19. N 0.494
20. C -1.125
21. P 0.162
22. O -0.819
23. O 0.357
24. P 0.057
25. O -0.701
26. N 0.390
27. C -0.985
28. C -1.093
29. N 0.419
30. C -1.001
31. C -0.975
32. N 0.301
33. C -1.052
34. C -0.989
35. H 0.416
36. H 0.093
37. H 0.331
38. H 0.286
39. H 0.361
40. H 0.374
41. H 0.290
42. H 0.331
43. H 0.272
44. H 0.345
45. H 0.266
46. H 0.356
47. H 0.282
48. H 0.299
49. H 0.341
50. H 0.315
51. H 0.355
52. H 0.186
53. H 0.384
54. H 0.366
55. H 0.264
56. H 0.476
57. H 0.218
58. H 0.258
59. C -0.653
60. O -0.384
61. H 0.253
62. H 0.235
63. H 0.196
64. H 0.367

---

Here is C39H48F4N5O3SSeZn as an isolated structure from the Open Molecules 2025 dataset. Energies are from wB97M-V/def2-TZVPD.

Geometry as XYZ:
```
102
Properties=species:S:1:pos:R:3
Zn 2.29 -0.81 -0.36
C 4.17 1.60 -0.56
N 2.76 1.18 -0.54
C 2.07 1.73 -1.73
C 2.07 1.68 0.68
C 2.49 0.93 1.95
N 2.41 -0.55 1.75
C 3.42 -1.28 2.45
C 4.61 -1.64 1.83
F 4.83 -1.28 0.55
C 5.58 -2.37 2.50
F 6.68 -2.72 1.85
C 5.40 -2.73 3.82
C 4.23 -2.35 4.46
F 4.03 -2.67 5.73
C 3.26 -1.64 3.78
F 2.13 -1.29 4.41
H 4.24 2.69 -0.64
H 4.68 1.15 -1.40
H 4.68 1.29 0.35
H 2.13 2.83 -1.73
H 1.02 1.44 -1.71
H 2.54 1.35 -2.63
H 1.00 1.55 0.52
H 2.26 2.75 0.82
H 1.83 1.23 2.76
H 3.51 1.17 2.24
H 6.16 -3.29 4.35
C -2.94 7.40 -0.71
C -2.48 6.18 0.07
C -1.42 5.34 -0.65
C -1.92 4.64 -1.92
N -3.11 3.83 -1.70
C -3.14 2.66 -1.02
Se -1.70 1.78 -0.29
N -4.43 2.22 -1.05
C -4.93 0.99 -0.44
C -5.87 1.27 0.73
C -5.19 1.93 1.92
C -4.19 1.02 2.64
C -5.21 3.08 -1.81
C -6.54 3.02 -2.19
C -7.01 4.04 -3.01
C -6.17 5.07 -3.43
C -4.83 5.12 -3.05
C -4.37 4.11 -2.23
H -3.60 8.03 -0.10
H -3.51 7.12 -1.60
H -2.09 8.01 -1.02
H -3.34 5.54 0.32
H -2.05 6.50 1.03
H -1.04 4.58 0.03
H -0.58 5.98 -0.94
H -1.14 3.99 -2.31
H -2.17 5.37 -2.68
H -4.06 0.42 -0.13
H -5.45 0.42 -1.22
H -6.30 0.31 1.04
H -6.70 1.89 0.39
H -5.96 2.24 2.63
H -4.69 2.85 1.59
H -4.66 0.07 2.89
H -3.84 1.48 3.56
H -3.32 0.82 2.01
H -7.19 2.22 -1.88
H -8.04 4.03 -3.33
H -6.56 5.84 -4.08
H -4.19 5.92 -3.40
N -0.21 -1.94 2.21
C -1.14 -1.68 1.09
C -0.31 -1.78 -0.18
O -0.25 -2.83 -0.80
O 0.38 -0.71 -0.44
H -0.68 -1.79 3.10
H 1.48 -0.91 2.04
H 0.06 -2.92 2.19
H -1.53 -0.67 1.18
H -1.97 -2.40 1.05
O 2.85 -2.58 -0.87
S 2.27 -3.80 -1.60
C 1.73 -4.85 -0.27
C 2.09 -4.56 1.04
C 1.63 -5.39 2.06
C 0.81 -6.47 1.76
C 0.46 -6.74 0.44
C 0.91 -5.92 -0.58
C 3.73 -4.67 -2.12
C 3.75 -5.16 -3.41
C 4.89 -5.83 -3.86
C 5.98 -5.97 -3.02
C 5.94 -5.47 -1.72
C 4.82 -4.81 -1.26
H 2.73 -3.71 1.25
H 1.91 -5.18 3.08
H 0.45 -7.10 2.55
H -0.18 -7.58 0.21
H 0.62 -6.11 -1.61
H 2.90 -5.03 -4.07
H 4.92 -6.22 -4.87
H 6.87 -6.48 -3.38
H 6.80 -5.58 -1.07
H 4.78 -4.41 -0.26
```

- max |F| (Eh/bohr) = 0.0100
- total charge = +1
- frontier orbital gap (eV) = 7.39

Atom charges from the Mulliken analysis, given in e for atoms 1 to 99:
1. Zn 0.881
2. C -1.088
3. N 0.523
4. C -0.877
5. C 0.113
6. C -1.098
7. N 0.952
8. C -0.317
9. C 0.343
10. F -0.459
11. C 0.291
12. F -0.327
13. C -0.530
14. C 0.214
15. F -0.309
16. C 0.328
17. F -0.348
18. H 0.348
19. H 0.300
20. H 0.303
21. H 0.352
22. H 0.171
23. H 0.336
24. H -0.408
25. H 0.585
26. H 0.446
27. H 0.522
28. H 0.536
29. C -1.138
30. C -0.214
31. C -0.163
32. C -1.265
33. N 0.310
34. C 0.259
35. Se -0.552
36. N 0.547
37. C -0.990
38. C -0.661
39. C -0.138
40. C -0.974
41. C 0.735
42. C -0.608
43. C -0.849
44. C -0.818
45. C -0.794
46. C 0.659
47. H 0.400
48. H 0.171
49. H 0.302
50. H -0.001
51. H 0.450
52. H 0.061
53. H 0.519
54. H 0.146
55. H 0.534
56. H 0.215
57. H 0.388
58. H 0.487
59. H 0.375
60. H 0.378
61. H -0.024
62. H 0.336
63. H 0.404
64. H 0.000
65. H 0.408
66. H 0.404
67. H 0.406
68. H 0.387
69. N -0.719
70. C 0.800
71. C 0.250
72. O -0.645
73. O -0.638
74. H 0.235
75. H 0.104
76. H 0.077
77. H -0.766
78. H 0.466
79. O -0.181
80. S -0.273
81. C 0.880
82. C -0.159
83. C -0.689
84. C -0.605
85. C -0.680
86. C -0.709
87. C 0.777
88. C -0.289
89. C -0.713
90. C -0.452
91. C -0.785
92. C -0.260
93. H 0.332
94. H 0.505
95. H 0.418
96. H 0.414
97. H 0.427
98. H 0.467
99. H 0.407

---

Total energy in hartree, matching the order above: -1320.27447, -404.71200, -3466.08809, -2989.54647, -6992.72765